No. 1
ORCA calculation (ωB97M-V/def2-TZVPD) on a molecular structure, C9H19Be2F2NO.

Element x y z (Å)
1 Be -3.13831 4.55728 3.13327
2 Be -4.55913 2.53949 0.13834
3 F -5.29722 3.91551 2.05620
4 F -2.57805 2.74481 1.64331
5 C 0.58344 -1.68975 1.73383
6 C 0.87698 -0.32949 1.03090
7 C 2.33907 -0.27280 0.42858
8 C 2.28321 -1.05738 -0.94205
9 C 1.29809 -0.39741 -1.91867
10 C -0.18947 -0.47743 -1.42561
11 N -0.18460 -0.03694 0.03264
12 O -1.44523 0.18976 0.59133
13 C -0.94401 0.54230 -2.29658
14 C -0.72072 -1.90477 -1.58561
15 C 0.86259 0.87887 2.08435
16 H -0.50371 -1.75272 1.78114
17 H 1.02999 -2.48687 1.13943
18 H 0.96940 -1.80397 2.74679
19 H 2.77803 0.71226 0.27020
20 H 2.98835 -0.77358 1.14673
21 H 3.26477 -0.98292 -1.41013
22 H 2.04807 -2.11655 -0.83731
23 H 1.30096 -0.92426 -2.87288
24 H 1.56345 0.64083 -2.11800
25 H -0.65242 1.58863 -2.20559
26 H -2.00064 0.59389 -2.03397
27 H -0.77418 0.27445 -3.33942
28 H -0.29533 -2.44458 -0.73959
29 H -0.44305 -2.50917 -2.44914
30 H -1.79853 -1.96202 -1.73781
31 H -0.02699 0.99076 2.70420
32 H 1.71627 0.70172 2.73853
33 H 1.02435 1.91443 1.78510
34 H -1.37554 1.13748 0.72763

Its spin multiplicity is 2. For the frontier orbital gap (spin up / spin down), the calculation gives 4.91 / 8.38 eV. As for the expectation value of S²: 1.76. The calculation puts the lowest unoccupied orbital energy (spin up / spin down) at -0.235 / -0.186 Ha. Its total charge is +1.

No. 2
ORCA calculation (ωB97M-V/def2-TZVPD) on a gas-phase ion, C17H38N2O3P (charge +1).

Element x y z (Å)
1 C -1.72594 -1.18338 2.98974
2 C -2.13477 -0.18194 2.29679
3 N -1.64873 0.16759 0.93219
4 C -2.82370 0.81089 0.23438
5 C -2.56601 1.53299 -1.08752
6 C -2.19633 0.68985 -2.33528
7 C -3.43223 0.35968 -3.21575
8 C -4.20742 -0.88591 -2.77594
9 C -0.58812 1.24442 1.08440
10 C 0.52874 0.94428 2.07788
11 C 1.50505 2.16950 2.03887
12 P 3.04685 1.86808 1.12140
13 O 4.15730 2.20482 1.99716
14 O 3.02751 2.92315 -0.09433
15 C 3.93999 2.61281 -1.17017
16 C 5.36961 3.07866 -0.92770
17 O 3.15489 0.34406 0.60596
18 C 4.40990 -0.29648 1.01369
19 C 4.42433 -1.70922 0.37541
20 N -1.04590 -0.90496 0.22811
21 C -1.94741 -2.00161 -0.15434
22 C -1.37611 -3.37055 0.25366
23 C -2.26006 -4.44759 -0.43413
24 H -2.10987 -1.39641 3.97314
25 H -0.93742 -1.83598 2.64144
26 H -2.85272 0.48643 2.74454
27 H -3.66248 0.13143 0.10610
28 H -3.18473 1.56241 0.93228
29 H -3.50620 2.02938 -1.33311
30 H -1.84576 2.34624 -1.01235
31 H -1.58080 -0.18346 -2.13741
32 H -1.58920 1.34137 -2.96664
33 H -3.02934 0.20339 -4.21747
34 H -4.04892 1.25819 -3.26709
35 H -4.95657 -1.09795 -3.53737
36 H -4.70021 -0.70377 -1.82078
37 H -3.54033 -1.74579 -2.76842
38 H -1.07711 2.18003 1.35065
39 H -0.11777 1.43324 0.12302
40 H 0.20692 0.84983 3.10924
41 H 1.06587 0.04984 1.76141
42 H 0.97543 3.00560 1.57584
43 H 1.74433 2.47084 3.05077
44 H 3.56784 3.14885 -2.04134
45 H 3.94297 1.55801 -1.45236
46 H 5.48673 4.13847 -1.15106
47 H 6.06067 2.55650 -1.59088
48 H 5.71978 2.92004 0.09103
49 H 5.25909 0.24624 0.62133
50 H 4.44665 -0.38939 2.09157
51 H 4.67150 -2.43430 1.14747
52 H 5.20247 -1.74057 -0.38202
53 H 3.44307 -1.92438 -0.04043
54 H -0.27616 -1.31676 0.74276
55 H -2.93480 -1.94826 0.30902
56 H -2.11567 -2.06458 -1.22681
57 H -0.33442 -3.47531 -0.04785
58 H -1.50731 -3.53615 1.32138
59 H -2.44343 -5.28324 0.23488
60 H -3.24102 -4.01259 -0.62894
61 H -1.81257 -4.79660 -1.36005

Its SMILES is C=C[N@@+](CCCCC)(CCCP(=O)(OCC)OCC)NCCC. Its spin multiplicity is 1. For the frontier orbital gap, the calculation gives 10.16 eV. The calculation puts the lowest unoccupied orbital energy at -0.087 Ha. Its total charge is +1.